[1]
{
  "formula": "C38H29Cl3NO5PRu",
  "method": "wB97M-V/def2-TZVPD",
  "species": ["Ru", "Cl", "Cl", "Cl", "P", "O", "O", "O", "O", "O", "N", "C", "C", "C", "C", "C", "C", "C", "C", "C", "C", "C", "C", "C", "C", "C", "C", "C", "C", "C", "C", "C", "C", "C", "C", "C", "C", "C", "C", "C", "C", "C", "C", "C", "C", "C", "C", "C", "C", "H", "H", "H", "H", "H", "H", "H", "H", "H", "H", "H", "H", "H", "H", "H", "H", "H", "H", "H", "H", "H", "H", "H", "H", "H", "H", "H", "H", "H"],
  "positions_angstrom": [[-0.0393, 0.7316, -1.0336], [-2.1579, 2.1604, -5.2032], [-1.0959, -0.4239, -6.5835], [0.7891, 1.7017, -5.9693], [-0.1739, -1.2411, 0.6569], [3.3664, 2.9066, -2.8082], [1.8889, -0.5670, -1.1149], [1.7043, 1.4488, 0.9442], [3.9974, -0.8701, -1.8328], [1.4713, 1.9828, -2.0391], [-0.2977, -0.1664, -3.0162], [0.1708, -2.6143, -0.5065], [-1.6292, 4.9584, 0.6843], [-0.7291, -2.9464, -1.5123], [-4.2419, 0.7716, -1.9867], [-4.0272, -2.4107, 1.6261], [0.7342, -2.8560, 4.8748], [0.8585, -4.4902, -2.4542], [-2.8643, 1.0324, -1.8295], [3.1434, -0.3024, -1.1539], [-2.6280, -2.2496, 1.6891], [2.8703, 0.6520, 1.1769], [0.3121, -1.9348, 2.2779], [2.6792, 2.3861, -1.9308], [-2.7226, -0.6298, -0.1114], [-2.0826, 0.3487, -0.9247], [0.7046, -1.4922, 4.6189], [-1.5016, 3.9032, 1.5766], [0.3773, -3.3024, 2.5336], [-1.3367, 4.7587, -0.6597], [-0.9158, 3.5111, -1.1039], [-0.7858, 2.4440, -0.2117], [-4.8689, -0.1422, -1.1905], [0.5741, -3.7566, 3.8296], [1.4199, -3.2339, -0.4867], [-4.1273, -0.8453, -0.2149], [2.3906, 2.6607, 0.6128], [3.6517, 0.7669, -0.1402], [3.6270, 1.4513, 2.2559], [1.7683, -4.1511, -1.4620], [-4.7512, -1.7540, 0.6730], [3.2158, 2.9020, 1.8889], [-0.3416, 0.1981, -4.1025], [3.3369, 2.2431, -0.5287], [-0.3932, -3.8955, -2.4694], [-1.0933, 2.6516, 1.1283], [0.4923, -1.0346, 3.3273], [-1.9885, -1.4015, 0.8215], [-0.4432, 0.6611, -5.4347], [4.0683, 3.5587, 1.7188], [4.2297, 2.8631, -0.5805], [-5.9304, -0.3428, -1.2874], [-0.6902, 3.3788, -2.1559], [-1.9553, 5.9318, 1.0316], [0.4473, 0.0298, 3.1183], [0.8752, -3.2195, 5.8848], [4.7031, 1.2971, 2.1815], [-1.1125, -4.1476, -3.2396], [4.7171, 0.5836, -0.0181], [-1.6880, -2.4485, -1.5743], [3.3026, 1.1674, 3.2588], [2.5747, 3.3352, 2.6582], [-1.7243, 4.0488, 2.6280], [2.1390, -2.9692, 0.2788], [2.5849, -0.3597, 1.4572], [0.5786, -4.8213, 4.0285], [-4.5196, -3.0724, 2.3287], [-2.4297, 1.7936, -2.4617], [-1.4427, 5.5738, -1.3667], [1.6845, 3.4483, 0.3638], [-5.8220, -1.9056, 0.5885], [-4.7887, 1.3200, -2.7460], [-2.0752, -2.8132, 2.4276], [0.8333, -0.7907, 5.4337], [-1.0061, 1.8280, 1.8289], [2.7596, -4.5856, -1.4624], [0.2449, -4.0039, 1.7209], [1.1344, -5.1991, -3.2253]],
  "atomic_forces_ev_per_a": [[1.78, -1.55, 2.94], [1.42, -1.39, -0.11], [0.14, -0.26, 0.01], [0.34, -0.27, 0.08], [-1.24, 0.24, -1.46], [-0.37, -0.11, -0.14], [-0.13, -0.03, -0.53], [-0.01, -0.01, 0.15], [-0.35, -0.10, -0.04], [-0.62, 0.18, -0.52], [0.09, 0.19, 0.17], [0.16, -0.15, 0.14], [0.02, 0.08, 0.01], [-0.02, -0.04, 0.06], [0.11, 0.08, -0.02], [-0.04, -0.04, -0.01], [-0.02, -0.02, -0.11], [-0.02, 0.03, -0.02], [-0.38, -0.31, 0.08], [0.41, 0.38, 0.41], [-0.07, 0.06, -0.05], [0.52, 0.09, 0.05], [0.50, 0.56, 0.07], [0.42, 0.22, 0.59], [-0.21, 0.16, 0.08], [0.45, 0.60, -0.91], [-0.03, -0.03, 0.09], [0.05, -0.04, 0.02], [-0.04, 0.06, -0.05], [0.00, -0.07, 0.01], [-0.12, 0.29, 0.27], [-0.21, -0.25, -0.73], [-0.09, -0.02, -0.01], [-0.02, -0.02, 0.05], [-0.03, 0.03, -0.04], [0.08, 0.03, -0.03], [0.46, 0.24, 0.10], [-0.59, -0.45, -0.33], [-0.19, 0.05, 0.01], [-0.01, -0.09, 0.05], [0.04, 0.01, 0.01], [-0.13, -0.12, -0.01], [-0.08, -0.26, -0.02], [-0.49, -0.06, -0.58], [0.00, 0.06, -0.02], [0.02, -0.05, -0.04], [-0.04, 0.04, -0.06], [0.06, -0.16, 0.30], [-1.82, 2.19, -0.33], [-0.02, 0.03, 0.00], [0.06, -0.05, 0.20], [0.00, 0.03, 0.01], [0.07, -0.03, 0.02], [0.00, -0.01, 0.01], [0.06, 0.01, 0.03], [0.03, 0.01, 0.00], [0.00, -0.07, 0.04], [0.03, 0.00, -0.01], [0.01, 0.09, 0.06], [-0.03, -0.03, 0.04], [0.00, 0.07, 0.01], [0.05, 0.04, 0.01], [-0.02, 0.01, -0.01], [0.04, 0.04, -0.06], [-0.02, 0.01, -0.02], [0.06, 0.00, -0.02], [0.01, -0.02, -0.03], [0.07, 0.01, 0.03], [0.02, 0.01, 0.01], [-0.10, -0.09, -0.02], [0.00, 0.03, 0.04], [-0.05, -0.03, 0.03], [0.04, 0.00, -0.01], [0.01, 0.04, -0.04], [-0.03, 0.02, 0.02], [0.00, 0.01, 0.02], [-0.01, -0.04, 0.03], [-0.01, -0.02, 0.02]],
  "largest_force_ev_per_a": 3.774,
  "total_charge": -1,
  "relative_energy_kj_mol": 274.3,
  "homo_energy_ha": [-0.186, -0.177],
  "spin_multiplicity": 2,
  "gap_ev": [5.1, 4.8],
  "e_tot_ha": -3713.215482
}

***

[2]
{
  "formula": "C38H30F26IN2O9P",
  "method": "wB97M-V/def2-TZVPD",
  "species": ["I", "P", "F", "F", "F", "F", "F", "F", "F", "F", "F", "F", "F", "F", "F", "F", "F", "F", "F", "F", "F", "F", "F", "F", "F", "F", "F", "F", "O", "O", "O", "O", "O", "O", "O", "O", "O", "N", "N", "C", "C", "C", "C", "C", "C", "C", "C", "C", "C", "C", "C", "C", "C", "C", "C", "C", "C", "C", "C", "C", "C", "C", "C", "C", "C", "C", "C", "C", "C", "C", "C", "C", "C", "C", "C", "C", "C", "H", "H", "H", "H", "H", "H", "H", "H", "H", "H", "H", "H", "H", "H", "H", "H", "H", "H", "H", "H", "H", "H", "H", "H", "H", "H", "H", "H", "H", "H"],
  "positions_angstrom": [[-0.0507, 1.6938, -2.6937], [1.5477, -1.5356, 3.7664], [-6.9716, -0.7499, 0.6457], [2.2136, 2.9145, -0.1941], [-4.9391, -2.6098, 0.6257], [-0.2336, 3.8268, 0.8120], [-2.1402, 6.1684, 3.5366], [-6.3437, -1.1689, -1.3782], [-4.5347, 0.8077, 0.7631], [-2.4494, -2.5854, 0.1147], [-4.7859, -1.2150, 2.2479], [0.7829, 1.9505, 3.1214], [1.4346, 4.8994, 3.6812], [-2.1897, -0.5649, 1.0016], [-0.1658, 5.7298, 1.7330], [2.2030, 4.8236, 1.7232], [-1.8060, 2.9104, 2.4174], [-2.8686, 5.3081, 1.6680], [4.3215, 0.6822, -0.0399], [-0.9655, 3.8041, 4.1752], [3.0836, 0.8693, 2.4068], [2.5090, 2.7906, 3.9854], [-3.4404, 4.4925, 3.5421], [3.0901, 1.2771, -1.6646], [-3.9552, -0.3124, -1.0057], [0.9369, 1.3770, 0.5065], [-6.5598, 0.8342, -0.7128], [3.9217, 2.7028, 1.7769], [-0.6412, -0.8881, -1.5112], [1.7940, -1.2091, 0.5154], [-8.2480, 6.0321, 1.0884], [-4.6431, 4.4582, -2.4564], [1.8788, -1.5630, -4.6162], [1.7526, -2.5546, 5.0828], [0.2056, -0.2750, -9.4719], [4.2282, -4.9616, 0.6716], [5.8265, -6.4939, 0.5078], [0.0528, -0.7176, 4.0006], [-0.0193, -2.4961, 1.7355], [-2.4337, 5.0738, 2.8815], [1.6916, -0.9446, -1.8901], [-4.6830, -0.3413, 0.1030], [-0.0617, 4.4103, 1.9830], [-4.2962, -1.5154, 1.0431], [2.7806, 2.0495, 1.8413], [1.8061, 2.7364, 2.8422], [3.6292, -2.1693, 1.7617], [-7.5370, 6.0459, -1.1553], [-2.3845, -2.3394, 2.4886], [1.4957, -1.2670, -5.7324], [2.2077, 1.7212, 0.4534], [0.5878, -0.5703, -8.3614], [2.4551, -0.9316, -6.8099], [5.5279, -5.3257, 0.4320], [0.3133, -0.2969, -1.9122], [-1.2703, 4.0361, 2.9010], [-1.0987, -3.1712, 2.4652], [-6.2598, 4.8414, 0.6762], [6.7325, -4.0026, -1.4016], [3.0427, 0.7463, -0.4357], [1.3235, -2.7101, 2.2851], [-7.4223, 5.6722, 0.2769], [2.3203, -3.6268, 0.1938], [6.5932, -4.2945, 0.1288], [-5.3552, 4.4453, -0.2152], [2.5003, -0.6955, -0.5947], [3.6988, -4.0609, -0.3145], [-0.3707, -0.9062, -7.2790], [1.3659, 4.2023, 2.5455], [0.0516, -1.2286, -6.0595], [-2.7610, -1.7727, 1.1282], [2.0347, -0.6093, -8.0300], [-6.1782, -0.3758, -0.3402], [4.7200, -1.9967, 2.2941], [-5.4698, 4.8191, -1.6470], [-6.6325, 5.6498, -2.0469], [2.3232, -2.3691, 1.1158], [1.5003, -2.0121, -1.9351], [-1.4210, -0.8726, -7.5385], [-0.7787, -3.3306, 3.4972], [4.3657, -3.2199, -0.5028], [0.9046, -2.9588, 5.3187], [-0.0839, -2.8158, 0.7748], [-6.1931, 4.5797, 1.7248], [3.5051, -0.9646, -6.5481], [6.4897, -3.3689, 0.6950], [7.6977, -4.3697, -1.7406], [1.5003, -3.7193, 2.6834], [2.0010, -4.4655, 0.8107], [-1.3234, -4.1247, 1.9787], [7.5389, -4.7263, 0.4370], [-4.5006, 3.8380, 0.0565], [6.7089, -2.9356, -1.6087], [-0.6310, -1.4752, -5.2557], [-0.6280, -1.3708, 4.3880], [2.7182, -0.3617, -8.8320], [0.1831, 0.0213, 4.6815], [-3.1985, -2.9978, 2.8067], [3.5485, -4.6598, -1.2178], [5.9724, -4.5569, -1.9482], [-8.3915, 6.6526, -1.4267], [2.2808, -0.7338, -2.7654], [-2.3784, -1.5123, 3.1911], [3.3929, -1.3093, -0.7408], [1.5928, -3.5572, -0.6120], [5.5071, -1.9635, 3.0005], [-6.6986, 5.9110, -3.0954]],
  "atomic_forces_ev_per_a": [[0.24, -0.21, -0.16], [1.70, 1.32, 0.17], [-0.34, -0.38, 0.55], [0.25, 0.48, -0.18], [-0.08, -0.76, -0.31], [0.22, -0.85, -0.61], [0.42, 0.91, -0.04], [-0.05, -0.74, -0.40], [0.36, 0.59, 0.40], [0.52, -0.21, -0.54], [-0.06, 0.24, 0.80], [-1.13, -0.35, -0.54], [-0.37, 0.12, 0.83], [0.55, 0.37, -0.58], [0.19, 0.71, 0.29], [0.59, -0.22, -0.88], [-0.15, -0.55, -0.27], [0.14, 0.51, -0.86], [0.47, 0.15, 0.74], [0.54, 0.27, 0.48], [-0.23, -0.61, 0.39], [0.65, 0.23, 0.36], [-0.41, -0.25, 0.28], [-0.03, 0.34, -0.65], [0.52, -0.15, -0.43], [-0.78, -0.99, 0.43], [0.01, 0.80, -0.18], [0.49, 1.11, -0.42], [0.44, 0.34, -0.26], [0.32, 0.90, -0.05], [0.01, 0.00, -0.02], [-0.02, 0.03, -0.03], [-0.05, -0.12, -0.38], [-0.89, 0.03, -0.69], [0.02, -0.01, 0.02], [0.74, 0.39, -0.55], [-0.36, 0.67, 0.05], [0.05, -1.51, 0.25], [-0.20, -0.87, 0.11], [-0.18, -1.13, 0.88], [-0.01, 0.61, 0.42], [-0.86, -0.07, 0.07], [-0.47, 0.63, 0.35], [0.17, 0.47, -0.63], [-0.48, -1.62, 0.24], [1.11, 0.47, 0.42], [2.73, 0.64, 0.61], [0.04, -0.01, -0.08], [-0.35, -0.80, -0.15], [-0.02, 0.02, 0.03], [0.84, 1.65, -0.75], [-0.04, 0.03, -0.06], [0.04, 0.02, -0.05], [0.49, -1.18, 0.47], [-0.69, -0.84, 0.40], [-0.53, -0.21, -0.51], [0.17, 0.66, -0.34], [0.06, -0.04, -0.02], [0.11, -0.35, 0.60], [-0.59, -1.00, -0.06], [-1.66, 1.14, 0.25], [-0.04, 0.01, 0.06], [0.77, -0.05, 0.23], [0.25, 0.51, -0.55], [-0.03, -0.02, 0.07], [-0.14, -1.02, -0.46], [-0.93, -0.32, 0.03], [-0.01, -0.02, 0.07], [-0.45, 0.18, 0.11], [-0.07, -0.01, 0.00], [-1.01, 0.28, 1.51], [0.07, -0.01, 0.05], [0.24, 0.15, -0.05], [-2.93, -0.74, -0.98], [0.08, -0.07, 0.01], [-0.08, 0.05, 0.01], [-0.51, -1.11, 1.29], [-0.14, -0.03, 0.08], [0.01, 0.02, -0.03], [-0.09, -0.32, -0.03], [0.08, -0.06, 0.01], [0.22, -0.27, 0.21], [0.20, 0.29, -0.07], [-0.03, 0.02, 0.01], [-0.01, -0.01, 0.04], [-0.41, -0.05, -0.03], [0.01, -0.04, -0.10], [0.25, -0.03, -0.30], [-0.11, -0.05, -0.05], [0.02, -0.20, 0.38], [-0.11, -0.25, 0.27], [0.00, -0.01, -0.05], [-0.29, -0.01, -0.12], [0.03, 0.01, 0.03], [-0.35, 0.41, -0.11], [-0.03, 0.01, -0.03], [0.12, 0.07, -0.10], [0.02, -0.04, 0.01], [0.18, 0.25, -0.18], [-0.03, 0.29, -0.27], [-0.01, 0.00, 0.04], [0.10, 0.49, -0.05], [0.22, 0.12, -0.09], [0.26, 0.29, 0.00], [0.07, 0.28, -0.04], [0.43, 0.23, -0.04], [0.04, -0.02, -0.01]],
  "largest_force_ev_per_a": 3.175,
  "smiles": "C#C[C@](CCOC(=O)CC)(O[C@@H](CC(=O)I)C(F)(F)C(F)(F)C(F)(F)C(F)(F)C(F)(F)C(F)(F)C(F)(F)C(F)(F)F)[C@H](NCCC(F)(F)C(F)(F)C(F)(F)C(F)(F)F)P(N)O.O=C1C=CC(=O)C=C1.O=C1C=CC(=O)C=C1",
  "homo_energy_ha": -0.304,
  "spin_multiplicity": 1,
  "gap_ev": 6.4,
  "e_tot_ha": -5488.131224
}